# 1
Computed, not measured: C5H11NO3 as an isolated structure, with ωB97M-V/def2-TZVPD.

The geometry in ORCA input format:
```
! wB97M-V def2-TZVPD RIJCOSX def2/J DEFGRID3
* xyz 0 1
C -0.449 1.804 -1.115
C 1.892 0.708 0.448
N 0.450 0.738 0.232
O -0.492 1.304 -2.366
H -1.208 0.641 -2.366
H -0.022 1.064 1.072
H 0.300 2.591 -1.074
H -1.400 2.038 -0.646
H 2.153 0.066 1.296
H 2.272 1.713 0.660
H 2.363 0.317 -0.451
C -0.335 -0.803 -0.187
C -0.366 -1.680 1.035
C -1.459 -1.837 1.766
O 0.576 -1.379 -1.094
O -1.448 -0.374 -0.676
H 0.446 -0.945 -1.947
H 0.571 -2.163 1.285
H -1.464 -2.451 2.656
H -2.381 -1.354 1.474
*
```

ΔE to the lowest compared entry with this formula, charge and spin, eV: 3.734


# 2
Computed, not measured: an isolated ion of composition C2H7N4 and charge +1, with ωB97M-V/def2-TZVPD.

The geometry in ORCA input format:
```
! wB97M-V def2-TZVPD RIJCOSX def2/J DEFGRID3
* xyz 1 1
C 1.047 0.249 -0.061
C -0.958 1.139 -0.018
N 0.400 1.305 -0.020
N 0.214 -0.960 -0.111
N 2.338 -0.020 0.005
N -1.196 -0.437 -0.030
H -1.365 1.854 0.729
H -1.343 1.440 -1.082
H 0.519 -1.419 0.739
H 2.919 0.772 0.161
H 2.627 -0.738 -0.625
H -1.810 -0.981 0.574
H -1.611 -0.446 -0.937
*
```

SMILES: NC1=NC[NH2+]N1
ΔE to the lowest compared entry with this formula, charge and spin, eV: 2.907


no.,electronic energy (eV),LUMO energy (eV),orbital gap (Ha)
1,-12993.11736,0.7,0.3492
2,-8139.33976,-3.6,0.3921